Entry 1:
{
  "formula": "C5H10ClN",
  "method": "wB97M-V/def2-TZVPD",
  "species": ["C", "C", "C", "C", "C", "N", "Cl", "H", "H", "H", "H", "H", "H", "H", "H", "H", "H"],
  "xyz": [[-1.1250, -1.6978, -0.0648], [-0.6053, -0.5195, 0.2886], [-1.5020, 0.5260, 1.0121], [0.9946, 0.0158, -1.6064], [0.8395, -0.0343, -0.0867], [0.9955, 1.4579, 0.6205], [2.0551, -1.0654, 0.6367], [-0.3543, -2.3101, -0.3911], [-2.1174, -2.0687, 0.1438], [-1.3542, 1.5160, 0.6915], [-2.5925, 0.1500, 0.8696], [-1.3345, 0.4517, 2.1829], [1.8942, 0.2915, -1.9601], [0.2517, 0.7999, -1.9908], [0.7944, -0.9302, -2.1545], [1.8570, 1.8935, 0.1944], [1.3032, 1.5239, 1.6142]],
  "forces_ev_per_a": [[0.97, 1.55, 0.91], [-1.34, 1.71, 0.56], [-1.27, -3.24, 1.90], [-4.09, 0.46, 0.13], [-1.18, 2.23, 1.90], [1.67, -0.86, -2.13], [0.72, -0.87, 0.26], [0.75, -1.93, -1.12], [0.03, 0.22, -0.01], [0.03, 1.09, -0.35], [1.74, 0.92, 0.19], [-0.10, 0.32, -2.31], [3.50, 1.23, -0.64], [0.85, -1.15, 0.49], [-0.30, 0.35, 0.96], [-1.23, -0.71, -0.01], [-0.75, -1.32, -0.72]],
  "homo_energy_ha": -0.349,
  "lumo_energy_ev": 0.916,
  "smiles": "C=C(C)[C@@](C)(N)Cl",
  "total_charge": 0,
  "total_energy_ha": -711.3879,
  "orbital_gap_ev": 10.42,
  "multiplicity": 1
}

=====

Entry 2:
{
  "formula": "C5H10ClN3",
  "method": "wB97M-V/def2-TZVPD",
  "species": ["C", "C", "C", "C", "C", "N", "N", "N", "Cl", "H", "H", "H", "H", "H", "H", "H", "H", "H", "H"],
  "xyz": [[0.4189, -2.0029, -0.2706], [1.9838, 0.0700, -0.5766], [-1.2215, 1.3693, -0.7664], [-0.7999, 0.6212, 1.5073], [-0.8892, 0.1572, 0.0451], [1.8444, -2.0596, 0.2409], [2.5236, -1.1400, -0.0268], [0.1139, -0.6497, -0.6469], [2.2230, 1.5590, 0.1638], [0.2223, -2.6944, -1.1596], [-0.1434, -2.5088, 0.5127], [2.1962, 0.2185, -1.6999], [-2.1814, 1.8403, -0.3716], [-0.4437, 2.1026, -0.7505], [-1.2596, 1.1858, -1.8686], [-1.8494, 1.1058, 1.5218], [-0.1202, 1.4228, 1.7708], [-0.8118, -0.0942, 2.3261], [-1.8060, -0.5025, 0.0491]],
  "forces_ev_per_a": [[-0.83, 0.77, -0.33], [-3.55, -2.55, -3.36], [-1.34, 0.78, -1.39], [-2.38, 0.95, 0.22], [-0.37, -1.58, 0.39], [-1.90, -3.93, -0.65], [2.86, 4.07, 0.37], [2.52, 0.96, -0.12], [0.33, 0.62, 1.02], [1.22, 0.76, 0.91], [-0.39, 0.60, 0.44], [-0.26, -0.70, 1.86], [1.22, -0.49, -0.82], [0.59, 0.66, 0.63], [-0.57, -0.35, 0.89], [1.53, -0.52, 0.78], [0.37, 0.00, -0.36], [0.22, -0.48, -0.32], [0.75, 0.42, -0.16]],
  "homo_energy_ha": -0.322,
  "lumo_energy_ev": 0.520,
  "total_charge": 0,
  "total_energy_ha": -820.8202,
  "orbital_gap_ev": 9.29,
  "multiplicity": 1
}

=====

Entry 3:
{
  "formula": "C5H10CoO2",
  "method": "wB97M-V/def2-TZVPD",
  "species": ["C", "O", "C", "C", "O", "C", "C", "H", "H", "H", "H", "H", "H", "H", "H", "H", "H", "Co"],
  "xyz": [[-1.4075, 1.2856, -2.5892], [-0.7434, 0.3449, -1.7604], [-0.2804, 0.8881, -0.5367], [0.7243, -0.0632, 0.0692], [0.3714, -0.2501, 1.4256], [1.2570, -0.9114, 2.2093], [0.8813, -1.5452, 3.3212], [-2.2461, 1.7572, -2.0553], [-0.7008, 2.0619, -2.9140], [-1.1363, 1.1342, 0.1123], [0.2114, 1.8575, -0.7159], [1.7358, 0.3497, -0.0606], [0.8820, -1.0591, -0.3722], [2.2323, -1.0933, 1.7443], [-0.1710, -1.6541, 3.5851], [1.6178, -2.1240, 3.8752], [-1.7947, 0.7398, -3.4585], [-1.4333, -1.7184, -1.8794]],
  "forces_ev_per_a": [[-0.22, 0.22, -0.20], [-0.05, -0.27, -0.29], [-0.14, 0.53, -0.25], [1.06, -0.54, 0.55], [-0.21, 0.58, 0.34], [-0.04, -1.28, -0.21], [0.10, -0.20, -0.41], [0.17, -0.12, -0.10], [-0.14, -0.15, 0.04], [0.29, -0.54, 0.11], [-0.06, -0.22, -0.24], [-0.07, 0.33, 0.52], [-0.99, 0.22, -0.52], [0.01, 0.53, 0.43], [0.33, 0.41, 0.13], [-0.18, 0.25, -0.12], [0.15, 0.18, 0.26], [0.00, 0.06, -0.03]],
  "s2": 3.76,
  "homo_energy_ha": [-0.219, -0.258],
  "lumo_energy_ev": [0.779, 0.396],
  "total_charge": 0,
  "total_energy_ha": -1729.5668,
  "orbital_gap_ev": [6.74, 7.41],
  "multiplicity": 4
}

=====

Entry 4:
{
  "formula": "C5H10CoO3",
  "method": "wB97M-V/def2-TZVPD",
  "species": ["O", "C", "C", "O", "C", "C", "O", "C", "Co", "H", "H", "H", "H", "H", "H", "H", "H", "H", "H"],
  "xyz": [[-1.8809, 0.9076, -1.8929], [-1.0270, 1.9971, -1.6771], [0.1032, 1.6671, -0.7134], [-0.5252, 1.3307, 0.5688], [0.3255, 0.5495, 1.4337], [0.7790, -0.6104, 0.5586], [-0.2556, -1.6383, 0.7390], [0.1996, -2.9436, 0.4486], [-1.2896, -0.3414, -0.5318], [-1.6072, 2.8584, -1.2786], [-0.5568, 2.3395, -2.6213], [0.7591, 2.5392, -0.5591], [-0.1128, 0.3619, 2.4236], [1.2228, 1.1581, 1.6326], [1.7416, -1.0093, 0.9022], [0.7958, -3.3252, 1.2916], [-0.6804, -3.5756, 0.2816], [0.8278, -2.9599, -0.4574], [1.1811, 0.6946, -0.5488]],
  "forces_ev_per_a": [[0.86, -1.76, 1.80], [0.48, -0.41, -1.02], [2.17, 0.39, 2.68], [-1.03, -0.49, -0.13], [1.65, 1.49, -1.07], [-0.01, -1.37, 3.84], [0.51, 2.11, -1.34], [0.44, -1.67, -0.50], [-1.36, 1.47, -1.66], [0.50, -0.33, 0.11], [-0.25, -0.17, 0.27], [-0.16, -0.17, -0.09], [-0.43, -0.31, -0.69], [-0.12, -0.12, 0.05], [-0.03, -0.10, -0.74], [-0.31, 0.18, -0.21], [0.28, 0.14, 0.17], [-0.29, 0.08, 0.30], [-2.90, 1.04, -1.77]],
  "s2": 6.02,
  "homo_energy_ha": [-0.495, -0.502],
  "lumo_energy_ev": [-4.027, -6.223],
  "total_charge": 1,
  "total_energy_ha": -1804.5112,
  "orbital_gap_ev": [9.45, 7.44],
  "multiplicity": 5
}

=====

Number 1 is which compound?
C5H10ClN

=====

Repeat the first record exactly.
{
  "formula": "C5H10ClN",
  "method": "wB97M-V/def2-TZVPD",
  "species": ["C", "C", "C", "C", "C", "N", "Cl", "H", "H", "H", "H", "H", "H", "H", "H", "H", "H"],
  "xyz": [[-1.1250, -1.6978, -0.0648], [-0.6053, -0.5195, 0.2886], [-1.5020, 0.5260, 1.0121], [0.9946, 0.0158, -1.6064], [0.8395, -0.0343, -0.0867], [0.9955, 1.4579, 0.6205], [2.0551, -1.0654, 0.6367], [-0.3543, -2.3101, -0.3911], [-2.1174, -2.0687, 0.1438], [-1.3542, 1.5160, 0.6915], [-2.5925, 0.1500, 0.8696], [-1.3345, 0.4517, 2.1829], [1.8942, 0.2915, -1.9601], [0.2517, 0.7999, -1.9908], [0.7944, -0.9302, -2.1545], [1.8570, 1.8935, 0.1944], [1.3032, 1.5239, 1.6142]],
  "forces_ev_per_a": [[0.97, 1.55, 0.91], [-1.34, 1.71, 0.56], [-1.27, -3.24, 1.90], [-4.09, 0.46, 0.13], [-1.18, 2.23, 1.90], [1.67, -0.86, -2.13], [0.72, -0.87, 0.26], [0.75, -1.93, -1.12], [0.03, 0.22, -0.01], [0.03, 1.09, -0.35], [1.74, 0.92, 0.19], [-0.10, 0.32, -2.31], [3.50, 1.23, -0.64], [0.85, -1.15, 0.49], [-0.30, 0.35, 0.96], [-1.23, -0.71, -0.01], [-0.75, -1.32, -0.72]],
  "homo_energy_ha": -0.349,
  "lumo_energy_ev": 0.916,
  "smiles": "C=C(C)[C@@](C)(N)Cl",
  "total_charge": 0,
  "total_energy_ha": -711.3879,
  "orbital_gap_ev": 10.42,
  "multiplicity": 1
}

=====

Copy entry 2 word for word.
{
  "formula": "C5H10ClN3",
  "method": "wB97M-V/def2-TZVPD",
  "species": ["C", "C", "C", "C", "C", "N", "N", "N", "Cl", "H", "H", "H", "H", "H", "H", "H", "H", "H", "H"],
  "xyz": [[0.4189, -2.0029, -0.2706], [1.9838, 0.0700, -0.5766], [-1.2215, 1.3693, -0.7664], [-0.7999, 0.6212, 1.5073], [-0.8892, 0.1572, 0.0451], [1.8444, -2.0596, 0.2409], [2.5236, -1.1400, -0.0268], [0.1139, -0.6497, -0.6469], [2.2230, 1.5590, 0.1638], [0.2223, -2.6944, -1.1596], [-0.1434, -2.5088, 0.5127], [2.1962, 0.2185, -1.6999], [-2.1814, 1.8403, -0.3716], [-0.4437, 2.1026, -0.7505], [-1.2596, 1.1858, -1.8686], [-1.8494, 1.1058, 1.5218], [-0.1202, 1.4228, 1.7708], [-0.8118, -0.0942, 2.3261], [-1.8060, -0.5025, 0.0491]],
  "forces_ev_per_a": [[-0.83, 0.77, -0.33], [-3.55, -2.55, -3.36], [-1.34, 0.78, -1.39], [-2.38, 0.95, 0.22], [-0.37, -1.58, 0.39], [-1.90, -3.93, -0.65], [2.86, 4.07, 0.37], [2.52, 0.96, -0.12], [0.33, 0.62, 1.02], [1.22, 0.76, 0.91], [-0.39, 0.60, 0.44], [-0.26, -0.70, 1.86], [1.22, -0.49, -0.82], [0.59, 0.66, 0.63], [-0.57, -0.35, 0.89], [1.53, -0.52, 0.78], [0.37, 0.00, -0.36], [0.22, -0.48, -0.32], [0.75, 0.42, -0.16]],
  "homo_energy_ha": -0.322,
  "lumo_energy_ev": 0.520,
  "total_charge": 0,
  "total_energy_ha": -820.8202,
  "orbital_gap_ev": 9.29,
  "multiplicity": 1
}